{"formula": "C18H26N6O4", "method": "ωB97M-V/def2-TZVPD", "species": ["C", "C", "N", "N", "C", "C", "C", "C", "C", "O", "N", "C", "C", "O", "N", "C", "C", "C", "O", "N", "C", "C", "C", "C", "N", "C", "C", "O", "H", "H", "H", "H", "H", "H", "H", "H", "H", "H", "H", "H", "H", "H", "H", "H", "H", "H", "H", "H", "H", "H", "H", "H", "H", "H"], "xyz": [[4.49317, -2.63576, -2.86859], [4.21916, -1.64273, -1.76342], [5.15718, -1.42530, -0.87248], [4.63749, -0.53148, -0.03464], [3.36734, -0.15178, -0.36189], [2.58861, 0.84615, 0.46190], [3.05727, -0.88145, -1.50679], [1.75403, -0.83970, -2.29800], [0.43510, -1.24917, -1.60272], [-0.59413, -0.84009, -2.14194], [0.37639, -1.90711, -0.40639], [1.42796, -2.85754, 0.02880], [0.89301, -4.28044, 0.22154], [1.45440, -5.29362, -0.16875], [-0.26875, -4.34785, 0.87549], [-1.04051, -3.17644, 1.32332], [-0.90611, -1.92820, 0.37416], [-1.13421, -0.59899, 1.14526], [-1.17962, -0.55952, 2.37333], [-1.28508, 0.50471, 0.39697], [-1.76115, 1.81837, 0.86894], [-1.25620, 2.98638, 0.01174], [-1.67084, 4.29041, 0.68359], [-3.20405, 4.38559, 0.76193], [-3.88751, 3.11220, 1.09967], [-5.32447, 3.23691, 1.38744], [-3.31661, 1.86188, 1.08332], [-3.98956, 0.84213, 1.25633], [3.64627, -2.76760, -3.54011], [5.34046, -2.32768, -3.48145], [4.73148, -3.62144, -2.46733], [5.15396, -0.18141, 0.75921], [1.65156, 1.12311, -0.02129], [2.32615, 0.44412, 1.44114], [3.14548, 1.76887, 0.62478], [1.61569, 0.17838, -2.66116], [1.81420, -1.45056, -3.19658], [2.21629, -2.99101, -0.70608], [1.89051, -2.54003, 0.96150], [-0.63583, -5.28103, 0.97679], [-2.09221, -3.46757, 1.35930], [-0.77197, -2.96528, 2.36166], [-1.76197, -1.97067, -0.30182], [-1.34477, 0.31997, -0.59835], [-1.35923, 1.94717, 1.87782], [-0.16991, 2.93996, -0.07878], [-1.65414, 2.92190, -1.00338], [-1.24967, 4.34961, 1.68937], [-1.27152, 5.15318, 0.14806], [-3.56530, 5.20994, 1.37977], [-3.55554, 4.61974, -0.24509], [-5.80296, 2.29690, 1.67134], [-5.48579, 3.93548, 2.20906], [-5.85352, 3.61839, 0.51347]], "lowdin_charge": [-0.02, -0.33, 0.08, 0.01, -0.24, 0.00, -0.16, -0.02, -0.41, 0.03, 0.04, -0.01, -0.48, 0.05, 0.08, -0.07, -0.11, -0.42, 0.06, 0.12, -0.18, -0.14, -0.17, -0.15, -0.09, -0.04, -0.36, 0.05, 0.06, 0.08, 0.08, 0.16, 0.06, 0.08, 0.08, 0.13, 0.12, 0.12, 0.14, 0.15, 0.13, 0.12, 0.15, 0.12, 0.15, 0.11, 0.13, 0.12, 0.11, 0.12, 0.12, 0.09, 0.09, 0.09], "e_above_lowest_kcal_mol": 26.6, "charge": 0, "energy_ev": -36220.040, "smiles": "Cc1n[nH]c(C)c1CC(=O)N1CC(=O)NC[C@H]1C(=O)N[C@H]1CCCN(C)C1=O", "fmax_ha_per_bohr": 0.042}



{"formula": "C6H15N2", "method": "ωB97M-V/def2-TZVPD", "species": ["C", "C", "C", "C", "C", "C", "N", "N", "H", "H", "H", "H", "H", "H", "H", "H", "H", "H", "H", "H", "H", "H", "H"], "xyz": [[2.37072, -0.18805, 0.73635], [2.05973, 0.31775, -0.66672], [-1.51230, 1.14143, -0.54225], [-1.33772, 0.40568, 1.80682], [-2.52962, -0.99280, 0.08334], [-1.68105, 0.15702, 0.54725], [2.49145, 0.04990, -1.86707], [1.14346, -0.75743, 0.21618], [3.30966, -0.80037, 1.10240], [2.07040, 0.59945, 1.41768], [-0.80557, 0.64988, -1.24317], [-1.23520, 2.11452, -0.24785], [-2.35107, 1.20512, -1.12261], [-1.61747, -0.35352, 2.51498], [1.69615, 1.38390, -0.74429], [-0.95799, 1.34174, 2.20748], [-3.47592, -0.96255, 0.57662], [-2.01944, -1.90674, 0.44376], [-2.44119, -1.03617, -0.97208], [3.19643, -0.65189, -2.02223], [2.11062, 0.47530, -2.71579], [0.21318, -0.48133, 0.65924], [1.30273, -1.71087, -0.16805]], "lowdin_charge": [-0.06, -0.28, -0.06, 0.03, -0.03, -0.47, 0.11, 0.09, 0.18, 0.12, 0.09, 0.08, 0.06, 0.08, 0.18, 0.08, 0.10, 0.10, 0.07, 0.12, 0.14, 0.10, 0.17], "e_above_lowest_kcal_mol": 81.5, "charge": 1, "energy_ev": -9436.438, "fmax_ha_per_bohr": 0.075}



{"formula": "C5H15NO2", "method": "ωB97M-V/def2-TZVPD", "species": ["C", "C", "C", "N", "C", "C", "O", "H", "H", "H", "H", "H", "H", "H", "H", "H", "H", "H", "H", "H", "O", "H", "H"], "xyz": [[1.63262, -0.12122, 2.69108], [0.85339, -0.33616, 1.39883], [1.72449, -0.96945, 0.24710], [0.88048, -1.46290, -0.87249], [-0.37941, -0.83303, -1.22320], [-0.28391, 0.66294, -1.56588], [-1.55475, 0.87101, -2.22739], [1.29641, 0.56320, 3.46515], [1.72357, -1.07667, 3.24267], [2.59293, 0.24040, 2.27687], [0.71739, 0.68534, 1.04388], [-0.11304, -0.83405, 1.55301], [2.48825, -0.29021, -0.11429], [2.10715, -1.91672, 0.70862], [0.70621, -2.46054, -0.75481], [-0.73707, -1.46933, -2.03791], [-1.02317, -0.80798, -0.35118], [-0.38728, 1.32086, -0.66985], [0.52076, 0.76108, -2.31330], [-1.66677, 1.36246, -3.04359], [-2.34244, 1.73421, 1.08614], [-1.86731, 1.52465, 1.89406], [-3.09530, 1.14962, 1.00517]], "lowdin_charge": [-0.12, -0.27, -0.20, -0.10, -0.24, -0.21, -0.11, 0.06, 0.07, 0.08, 0.08, 0.11, 0.11, 0.12, 0.10, 0.13, 0.09, 0.10, 0.12, 0.08, -0.05, 0.03, 0.04], "e_above_lowest_kcal_mol": 53.6, "charge": 0, "energy_ev": -11011.623, "smiles": "CCCNCCO.O", "fmax_ha_per_bohr": 0.065}



{"formula": "C12H14BF3N6O2Pt", "method": "ωB97M-V/def2-TZVPD", "species": ["C", "N", "N", "C", "C", "B", "N", "N", "C", "C", "C", "Pt", "N", "N", "C", "C", "C", "H", "H", "H", "H", "H", "H", "H", "H", "H", "H", "H", "C", "H", "H", "H", "F", "C", "F", "F", "C", "O", "O"], "xyz": [[-0.21645, 3.03851, -0.75238], [-0.06598, 1.80158, -1.30487], [0.12476, 1.94852, -2.65977], [-0.00189, 3.26165, -2.98005], [-0.20589, 3.97300, -1.80668], [0.31847, 0.66139, -3.50959], [1.40945, -0.20560, -2.81367], [1.36636, -0.52526, -1.47441], [2.43484, -1.31872, -1.18451], [3.09723, -1.57862, -2.37551], [2.41452, -0.89602, -3.37376], [-0.15301, -0.02969, -0.34383], [-1.03058, -0.13929, -3.41403], [-1.56274, -0.57672, -2.22700], [-2.68174, -1.28304, -2.52763], [-2.88607, -1.24560, -3.92487], [-1.82426, -0.53049, -4.44027], [-3.32789, -1.79591, -1.81833], [-1.53488, -0.26317, -5.45435], [-3.70599, -1.67328, -4.49067], [0.60993, 0.91227, -4.63202], [2.53456, -0.86538, -4.43743], [0.04398, 3.62198, -4.00202], [3.95503, -2.20220, -2.51677], [-0.35545, 5.02876, -1.69488], [2.64109, -1.70620, -0.19440], [-0.38445, 3.21736, 0.28952], [-0.66339, -1.87076, 0.05704], [-0.14866, -2.12519, 1.02257], [0.49043, -2.98956, 0.82615], [0.46296, -1.35339, 1.47215], [-0.92331, -2.41505, 1.73852], [-2.74775, 0.64364, 4.13283], [-2.11412, 0.21999, 3.01829], [-0.77177, 0.17131, 3.29661], [-2.51359, -1.07670, 2.77105], [-2.45399, 1.04653, 1.70989], [-3.48890, 1.69486, 1.80384], [-1.76027, 0.92100, 0.63683]], "lowdin_charge": [-0.03, -0.10, 0.00, 0.02, 0.01, -0.44, 0.04, -0.10, -0.02, 0.08, 0.09, 1.46, -0.04, 0.02, -0.05, 0.00, -0.02, 0.14, 0.15, 0.13, 0.14, 0.17, 0.15, 0.14, 0.12, 0.14, 0.13, 0.00, -0.04, 0.07, 0.03, 0.07, 0.18, -0.46, 0.11, 0.11, -0.46, 0.20, -0.13], "e_above_lowest_kcal_mol": 0.0, "charge": 2, "energy_ev": -37762.299, "fmax_ha_per_bohr": 0.082, "spin_multiplicity": 3}